Record 1
The following is a DFT calculation (ωB97M-V with the def2-TZVPD basis set) of a molecular structure, C4H7OSm in a non-equilibrium geometry.

Positions of all 13 atoms, in Å:
Sm: -1.47154 0.95111 4.07951
O: -1.99675 1.23315 1.74267
C: -2.42623 1.48346 -0.77208
C: -1.72738 0.87590 0.46370
C: -2.79273 0.06914 -0.35706
C: -0.29141 0.56984 0.14297
H: -3.76215 -0.06500 0.12973
H: -0.21815 -0.12943 -0.70390
H: -1.90971 1.62572 -1.72512
H: 0.15020 1.61373 0.17808
H: -2.48968 -0.74371 -1.02299
H: 0.22056 0.03714 0.95828
H: -3.13259 2.27479 -0.50932

Computed properties:
Total energy, a.u.: -889.6732
E_HOMO (alpha / beta), eV: -5.61 / -7.53
Max |F|, eV/A: 2.5
2S+1: 8
Orbital gap (alpha / beta), eV: 5.59 / 7.30
Molecular weight, g/mol: 221.46


Record 2
The following is a DFT calculation (ωB97M-V with the def2-TZVPD basis set) of a molecular structure, C14H54B3O15Pd2PtS2Sr in a non-equilibrium geometry.

Positions of all 92 atoms, in Å:
Pt: 0.73883 2.70685 2.15648
Pd: 2.19400 -1.67785 0.76281
Pd: 2.20790 2.89632 -1.59647
Sr: -2.86195 1.16409 0.93907
S: 3.65186 1.19948 0.78229
S: 0.00307 0.70323 -0.41475
O: 0.72734 -3.32739 0.29143
O: -1.43691 -2.50226 -0.66802
O: -1.26375 1.82308 -3.44574
O: 0.67815 1.59417 -1.34565
O: 2.88067 -1.92826 -1.40312
O: 0.62802 1.06314 3.75892
O: 3.65114 -0.25592 0.76391
O: -1.32725 0.37364 -0.87633
O: 0.80778 3.80568 -3.21316
O: 0.80206 -0.53033 -0.11021
O: 4.95097 1.68521 1.30858
O: -1.84427 -0.76569 2.15746
O: 3.43949 1.61295 -0.59502
O: -0.20307 1.42062 0.85080
O: 2.54560 1.73771 1.63449
C: 2.08731 -2.26715 -2.57924
C: -1.46181 -4.22666 -2.38309
C: -1.83774 -2.73580 -1.97722
C: -1.67650 0.99608 -5.69847
C: -0.51239 2.11839 5.76643
C: -1.11979 5.17496 -3.29505
C: 0.40892 -4.50843 1.02692
C: -2.60190 -1.86294 2.57214
C: -1.49323 0.63851 -4.19604
C: 1.59664 -5.46432 1.16658
C: -3.01332 -1.63933 4.01582
C: -0.21723 0.86420 4.98427
C: 0.41261 5.15787 -3.36460
C: 2.83724 -3.04871 -3.64959
B: -1.45440 3.42684 2.43156
B: 1.21498 -1.69002 2.90650
B: 1.17484 4.29446 0.26014
H: 0.83900 5.43298 -4.32929
H: -1.79585 -4.94797 -1.63729
H: 1.89932 4.91417 -0.24515
H: 1.02255 -0.87298 2.22852
H: -0.10178 -4.14270 1.91773
H: 2.46393 -2.94900 -4.66880
H: -0.63915 -0.03770 -4.15872
H: 0.28761 4.20843 -0.34786
H: 1.63205 3.32965 0.41615
H: 0.91692 0.23523 3.36815
H: -1.60791 -1.57092 -0.51006
H: 0.89300 5.74115 -2.57903
H: -1.25624 1.44243 -2.56447
H: 1.12326 -2.72796 -2.36391
H: -1.34716 -1.91319 -2.49757
H: -0.37581 -4.31883 -2.39751
H: -1.12285 2.03382 6.66547
H: -1.22919 0.51713 4.77551
H: -3.53481 -1.98517 2.02181
H: -2.42496 1.78491 -5.77367
H: -2.23263 -1.33829 4.71440
H: -0.03892 3.36317 -3.30733
H: 1.38337 -6.17348 1.96640
H: 3.89151 -2.78855 -3.74404
H: -1.38711 2.38734 2.71294
H: 2.11054 -2.22218 2.62541
H: 3.48760 -1.20542 -1.57840
H: -0.38763 -4.99238 0.46178
H: 1.74556 -6.09301 0.28870
H: -0.64909 3.90698 2.96558
H: 0.83779 4.72716 1.18935
H: -3.38709 -2.62283 4.30065
H: 1.35487 -1.31480 3.90845
H: -0.75867 1.26677 -6.22039
H: -3.86484 -0.96515 4.10792
H: -2.89739 -2.48475 -2.02429
H: 0.25363 0.04721 5.53101
H: 0.37438 -2.36650 2.90859
H: -0.95250 -1.07076 2.33987
H: -1.30324 3.47420 1.36426
H: 0.45224 2.32291 6.23092
H: -0.11637 -3.06460 -0.08366
H: -2.07311 0.14089 -6.24570
H: -2.41194 3.77403 2.78768
H: -1.61630 4.27761 -3.66430
H: -2.19171 -2.86742 2.46792
H: -1.35711 5.30102 -2.23869
H: -0.73714 3.00605 5.17511
H: 2.82911 -4.12225 -3.46105
H: -1.78057 -4.46264 -3.39838
H: -1.55348 6.03444 -3.80622
H: 2.54449 -4.99551 1.43096
H: 1.87698 -1.26511 -2.95311
H: -2.40111 0.18596 -3.79723

Computed properties:
Net charge: +1
Total energy, a.u.: -2970.4205
E_HOMO (alpha / beta), eV: -10.76 / -11.26
Max |F|, eV/A: 6.6
2S+1: 7
Orbital gap (alpha / beta), eV: 6.36 / 6.04
Molecular weight, g/mol: 1054.68
Relative energy (zero: lowest compared OMol25 entry of this formula, charge and spin), kJ/mol: 364.1


Record 3
The following is a DFT calculation (ωB97M-V with the def2-TZVPD basis set) of a molecular structure, C38H46BaClF6Ge3N2O4S2.

Positions of all 103 atoms, in Å:
Ba: 0.51515 -0.99008 1.33625
Ge: -2.90861 -3.21678 0.19272
Ge: -4.20516 2.01900 -0.66002
Ge: -1.84657 1.33124 -0.82822
Cl: 5.48427 3.90258 3.52025
S: 3.20353 -2.51502 3.34810
S: 4.66841 -2.11042 0.96942
F: 5.97287 -4.28055 1.80303
F: 3.45708 -1.22007 5.60369
F: 5.74116 -4.11889 -0.33314
F: 4.05565 -4.70731 0.88807
F: 5.25399 -1.25620 4.41019
F: 3.62834 0.05530 3.84958
O: 1.79613 -2.49750 3.61445
O: 3.99672 -3.65024 3.71029
O: 4.31986 -1.74472 -0.37510
O: 5.81692 -1.51230 1.58779
N: 3.33840 -2.04888 1.81174
N: 1.55784 -2.51318 -1.74028
C: -2.09552 1.71328 -5.15364
C: 3.17567 3.55305 2.14123
C: 3.61848 -3.82228 -3.07922
C: 3.92756 -1.13425 4.35450
C: 5.12710 -3.91688 0.84396
C: -0.21098 3.74365 -1.67298
C: -0.71275 5.23337 0.59834
C: 2.07204 1.24976 -0.54412
C: -4.00217 -2.03811 1.33428
C: -2.25855 1.93830 -3.79252
C: -3.16424 -2.56625 -1.65435
C: -0.94345 1.11975 2.94188
C: -0.80318 -0.24562 -4.66571
C: 4.23980 1.47964 0.60764
C: -1.04373 -3.26327 0.61169
C: -0.97566 -0.00943 -3.30507
C: 2.89254 1.87403 0.40131
C: -1.70417 1.08551 -2.83243
C: -4.68940 3.75067 -1.51304
C: 2.27899 -1.89871 -2.67410
C: -4.76798 2.22274 1.22787
C: 0.44788 -0.00354 4.35098
C: 2.87830 -4.47286 -2.10652
C: -0.71460 -0.77491 4.18764
C: 0.16836 5.72799 -0.35634
C: -1.57576 -0.08163 3.32059
C: -1.09291 3.21272 -0.72393
C: 1.86033 -3.78041 -1.46665
C: 0.41400 4.97332 -1.49531
C: 4.48822 3.12645 2.31697
C: 2.38591 2.93331 1.19988
C: -1.36366 0.61710 -5.59642
C: 3.30958 -2.50545 -3.37453
C: 5.02401 2.09010 1.55934
C: 0.31459 1.16436 3.57859
C: -5.42564 0.68130 -1.45522
C: -1.32346 4.00020 0.41306
C: -3.87382 -4.96429 0.26354
H: -0.84753 -3.93804 1.46044
H: -4.93664 3.60240 -2.56658
H: 4.64105 0.66608 0.01832
H: 2.78071 4.35343 2.75218
H: 1.05441 1.59405 -0.68400
H: 2.45059 0.46156 -1.18308
H: -4.93300 -4.84672 0.01559
H: 2.01187 -0.86647 -2.88004
H: 6.03799 1.75677 1.73336
H: -3.79686 -5.39724 1.26413
H: -0.54582 -0.70681 -2.58964
H: 3.86296 -1.94560 -4.11667
H: -4.34366 1.43041 1.84629
H: -1.36251 1.84050 2.25547
H: -3.88167 -2.28024 2.39206
H: -2.53782 -0.42242 2.97210
H: -3.42560 -5.66660 -0.44386
H: -1.99698 3.63881 1.18502
H: 1.05505 1.94705 3.48466
H: -3.11169 -1.47605 -1.67877
H: -5.30263 -0.27950 -0.95255
H: -0.91930 5.80526 1.49674
H: -0.89809 -1.74609 4.62691
H: -6.46974 0.99366 -1.36542
H: -0.55117 -3.69085 -0.27015
H: 1.29879 -0.26840 4.95574
H: -3.68873 -1.00354 1.18005
H: -5.06198 -2.12170 1.07800
H: 1.35681 3.24897 1.05981
H: -2.82233 2.80682 -3.46618
H: 0.65859 6.68378 -0.21164
H: -4.42527 3.18077 1.62542
H: -0.23606 -1.10965 -4.99625
H: 3.08978 -5.49659 -1.82750
H: -3.85022 4.44627 -1.44825
H: 4.42903 -4.32922 -3.58845
H: -5.18845 0.54334 -2.51213
H: 0.00020 3.17723 -2.57485
H: 1.26754 -4.25756 -0.69485
H: -4.13022 -2.87427 -2.06286
H: 1.10111 5.34058 -2.25045
H: -5.55394 4.19913 -1.01609
H: -5.85752 2.18726 1.31171
H: -2.53936 2.39452 -5.87235
H: -1.23549 0.43693 -6.65798
H: -2.37397 -2.95068 -2.30338

Computed properties:
Net charge: -2
Total energy, a.u.: -9998.1331
E_HOMO (alpha / beta), eV: -1.84 / -1.83
Max |F|, eV/A: 0.8
2S+1: 2
Orbital gap (alpha / beta), eV: 5.72 / 5.06
Molecular weight, g/mol: 1163.53
Relative energy (zero: lowest compared OMol25 entry of this formula, charge and spin), kJ/mol: 3.3


Record 4
The following is a DFT calculation (ωB97M-V with the def2-TZVPD basis set) of C6H7N3O in the gas phase in a non-equilibrium geometry.

Positions of all 17 atoms, in Å:
O: 3.52372 -0.45365 1.06851
N: 1.30028 0.19694 0.80632
N: -0.28319 -0.55345 -0.69643
N: 2.03869 -1.91270 0.05565
C: -1.48201 -0.45906 -1.25556
C: -2.32987 0.58507 -0.97786
C: -1.98599 1.47721 -0.04103
C: -0.75284 1.40917 0.64119
C: 0.12886 0.31103 0.20225
C: 2.41969 -0.76788 0.67234
H: -2.63884 2.40759 0.19783
H: -3.11042 0.46779 -1.43068
H: 1.17148 0.82048 1.71573
H: -0.36878 2.14507 1.33395
H: 2.85725 -2.40797 0.02525
H: 1.23123 -1.86592 -0.31349
H: -1.71927 -1.39972 -2.00397

Computed properties:
Total energy, a.u.: -472.2861
E_HOMO, eV: -8.58
Max |F|, eV/A: 10.3
Orbital gap, eV: 9.33
Molecular weight, g/mol: 137.14
Relative energy (zero: lowest compared OMol25 entry of this formula, charge and spin), kJ/mol: 146.3


Record 5
The following is a DFT calculation (ωB97M-V with the def2-TZVPD basis set) of C10H18O2 in the gas phase in a non-equilibrium geometry.

Positions of all 30 atoms, in Å:
O: -0.03732 0.13582 -1.87707
O: -0.66822 0.71716 -0.64160
C: 1.20274 -0.44687 -1.34024
C: 1.08139 -1.71376 -0.42304
C: -0.32360 0.66787 2.11232
C: -1.22397 -2.67218 -0.83114
C: 1.90058 0.61497 -0.53848
C: -0.90647 2.62697 0.66075
C: -1.42282 1.54149 1.59594
C: -0.14101 2.03093 -0.52881
C: 1.33295 1.79283 -0.27240
C: 0.22869 -2.80155 -1.15854
H: -0.22922 2.66639 -1.45635
H: 2.86457 0.36294 -0.13155
H: 2.03162 -2.07737 -0.04380
H: 1.94022 2.57622 0.29596
H: -1.71666 -1.84063 -1.20656
H: -1.61692 3.30919 0.25639
H: -2.15537 0.90184 0.99898
H: 0.06801 0.88341 3.15547
H: -1.77614 -3.58555 -1.20627
H: -0.24405 3.18771 1.23795
H: 0.59073 0.74975 1.47333
H: -1.32712 -2.47799 0.25734
H: 0.40965 -3.74865 -0.67216
H: 1.70143 -0.65555 -2.28159
H: -2.00802 2.01407 2.45477
H: 0.52225 -1.37903 0.39318
H: -0.58806 -0.44037 1.92976
H: 0.51012 -2.94002 -2.21255

Computed properties:
Total energy, a.u.: -542.1368
E_HOMO, eV: -9.15
Max |F|, eV/A: 3.3
Orbital gap, eV: 10.19
Molecular weight, g/mol: 170.25
Relative energy (zero: lowest compared OMol25 entry of this formula, charge and spin), kJ/mol: 480.5


Record 6
The following is a DFT calculation (ωB97M-V with the def2-TZVPD basis set) of 2 unconnected molecules or ions with the total composition C4H14N in a non-equilibrium geometry.

Positions of all 19 atoms, in Å:
N: 0.39325 -1.45909 1.25540
C: -1.39367 1.29349 -1.38424
C: 1.68411 -0.99132 0.82883
C: -1.94919 0.76146 -0.09932
C: 1.62707 -0.16253 -0.43632
H: 2.57903 -0.22059 -0.97687
H: -0.37299 1.06101 -1.76764
H: -2.38131 -0.26884 -0.13506
H: 1.60561 0.95798 -0.29468
H: -1.97559 1.02541 -2.24996
H: 2.07492 -0.30704 1.65025
H: -1.24666 2.39425 -1.25900
H: -0.26314 -0.60448 1.26800
H: 0.86661 -0.43196 -1.11920
H: 0.43769 -1.75604 2.20659
H: -1.36986 1.09117 0.71165
H: -0.03405 -2.02401 0.58446
H: -2.73916 1.42088 0.24025
H: 2.45734 -1.77973 0.97687

Computed properties:
Net charge: +1
Total energy, a.u.: -215.2510
E_HOMO, eV: -14.65
Max |F|, eV/A: 4.2
Orbital gap, eV: 11.05
Molecular weight, g/mol: 76.16
Relative energy (zero: lowest compared OMol25 entry of this formula, charge and spin), kJ/mol: 152.1


What is the molecular weight in the sixth record? 76.16 g/mol